(1)
The following is a DFT calculation (ωB97M-V/def2-TZVPD) of a structure of composition C38H50BN9NdO3 in a non-equilibrium geometry.

Properties
Multiplicity: 4
Calculated total energy in a.u.: -2782.75962
E_HOMO (spin up / spin down) in hartree: -0.413 / -0.413
Frontier orbital gap (spin up / spin down) in eV: 6.33 / 6.27
Charge: +1
LUMO (spin up / spin down) in eV: -4.897 / -4.958

Positions of all 102 atoms, in Å:
Nd  -0.402  0.013  -0.050
C  -4.917  -2.440  2.146
C  -3.934  -2.271  1.035
C  -3.729  -3.108  -0.045
C  -2.695  -2.533  -0.785
N  -2.280  -1.419  -0.176
N  -3.058  -1.251  0.941
B  -3.026  0.017  1.837
N  -1.860  -0.035  2.852
N  -0.542  0.078  2.484
C  0.171  0.012  3.621
C  -0.694  -0.135  4.709
C  -1.969  -0.159  4.184
C  -3.263  -0.284  4.922
C  1.681  0.044  3.744
C  2.072  1.006  4.875
C  2.341  0.513  2.461
C  2.171  -1.374  4.082
N  -2.938  1.312  0.972
N  -2.342  1.399  -0.262
C  -2.712  2.571  -0.799
C  -3.538  3.246  0.103
C  -3.648  2.427  1.211
C  -4.412  2.661  2.471
C  -2.333  2.995  -2.205
C  -0.881  3.487  -2.271
C  -2.522  1.809  -3.161
C  -3.249  4.140  -2.642
C  -2.168  -3.002  -2.118
C  -0.939  -2.210  -2.550
C  -3.280  -2.798  -3.160
C  -1.806  -4.490  -2.031
H  -5.572  -3.279  1.920
H  -4.408  -2.653  3.087
H  -5.530  -1.549  2.289
H  -4.279  -4.010  -0.268
H  -4.044  0.056  2.457
H  -0.433  -0.216  5.753
H  -3.059  -0.338  5.989
H  -3.916  0.572  4.741
H  -3.809  -1.182  4.634
H  1.659  2.003  4.699
H  1.713  0.653  5.844
H  3.161  1.088  4.928
H  2.127  1.565  2.284
H  1.964  -0.084  1.636
H  3.425  0.382  2.516
H  1.703  -1.743  4.998
H  1.932  -2.073  3.274
H  3.255  -1.370  4.229
H  -4.010  4.208  -0.026
H  -4.806  3.675  2.471
H  -5.249  1.966  2.564
H  -3.775  2.538  3.350
H  -0.174  2.704  -2.009
H  -0.651  3.814  -3.288
H  -0.722  4.334  -1.597
H  -1.888  0.971  -2.874
H  -3.560  1.466  -3.161
H  -2.253  2.103  -4.178
H  -3.102  5.023  -2.014
H  -3.018  4.420  -3.672
H  -4.303  3.851  -2.595
H  -1.163  -1.148  -2.639
H  -0.109  -2.367  -1.860
H  -0.614  -2.546  -3.535
H  -3.544  -1.738  -3.240
H  -2.945  -3.147  -4.141
H  -4.179  -3.353  -2.886
H  -1.058  -4.663  -1.251
H  -2.683  -5.101  -1.804
H  -1.396  -4.831  -2.985
O  0.993  -1.904  0.361
C  2.036  -2.618  0.333
C  1.965  -3.981  0.744
C  3.084  -4.740  0.871
C  4.383  -4.208  0.600
C  4.506  -2.931  0.183
C  3.356  -2.091  -0.020
C  3.602  -0.802  -0.433
N  2.665  0.095  -0.884
N  2.967  1.414  -0.723
C  2.003  2.193  -0.260
O  0.848  1.775  0.110
C  2.356  3.615  -0.052
C  1.392  4.476  0.476
C  1.704  5.807  0.704
C  2.977  6.280  0.410
C  3.937  5.424  -0.116
C  3.630  4.094  -0.349
H  0.982  -4.368  0.982
H  2.997  -5.769  1.198
H  5.256  -4.833  0.729
H  5.484  -2.513  -0.034
H  4.597  -0.377  -0.387
H  0.409  4.090  0.707
H  0.955  6.475  1.111
H  3.221  7.320  0.587
H  4.925  5.799  -0.348
H  4.368  3.420  -0.766
O  0.797  0.373  -2.010
N  1.648  -0.453  -1.590

(2)
The following is a DFT calculation (ωB97M-V/def2-TZVPD) of a structure of composition C28H46BaBrN3P2S in a non-equilibrium geometry.

Properties
Multiplicity: 1
Calculated total energy in a.u.: -4938.66932
E_HOMO in hartree: -0.478
Frontier orbital gap in eV: 6.92
Charge: +2
LUMO in eV: -6.087

Positions of all 82 atoms, in Å:
C  2.229  -2.990  -1.924
C  2.746  -1.743  -1.526
C  3.339  -0.898  -2.483
C  3.432  -1.370  -3.792
N  2.925  -2.539  -4.170
C  2.376  -3.355  -3.265
C  2.684  -1.320  -0.164
C  2.628  -1.029  1.036
C  2.714  -0.925  2.468
C  1.656  -0.299  3.171
C  1.686  -0.221  4.565
C  2.767  -0.788  5.248
C  3.850  -1.370  4.572
C  3.805  -1.455  3.182
Ba  -0.516  -1.365  1.215
P  -1.195  -0.240  -2.164
H  3.708  0.090  -2.220
H  1.735  -3.657  -1.217
H  3.923  -0.757  -4.551
H  2.027  -4.324  -3.608
H  4.606  -1.946  2.614
H  0.882  0.276  2.624
H  4.711  -1.757  5.117
H  0.893  0.301  5.086
C  -2.832  0.544  -2.548
C  -3.138  1.018  -3.967
H  -2.881  1.402  -1.857
H  -3.594  -0.174  -2.210
H  -4.111  1.529  -3.951
H  -2.405  1.741  -4.348
H  -3.226  0.195  -4.688
C  -0.047  0.531  -3.412
C  0.047  -0.047  -4.821
H  0.948  0.464  -2.940
H  -0.297  1.603  -3.461
H  0.774  0.547  -5.394
H  0.418  -1.080  -4.832
H  -0.900  -0.002  -5.377
C  -1.384  -1.978  -2.758
C  -2.312  -2.254  -3.935
H  -1.751  -2.541  -1.883
H  -0.373  -2.354  -2.965
H  -2.343  -3.339  -4.105
H  -3.345  -1.931  -3.749
H  -1.974  -1.802  -4.877
Br  2.778  -0.668  7.141
P  0.099  2.314  0.420
C  -0.203  3.410  -1.032
C  -0.472  4.885  -0.756
H  -1.076  2.966  -1.543
H  0.650  3.300  -1.719
H  -0.734  5.377  -1.702
H  -1.316  5.035  -0.072
H  0.406  5.414  -0.362
C  -0.797  3.102  1.830
C  -0.113  4.232  2.592
H  -1.019  2.272  2.523
H  -1.771  3.436  1.442
H  -0.747  4.521  3.439
H  0.856  3.938  3.010
H  0.026  5.138  1.988
C  1.893  2.517  0.819
C  2.554  3.844  0.463
H  2.395  1.694  0.285
H  2.031  2.300  1.889
H  3.626  3.781  0.688
H  2.469  4.083  -0.602
H  2.167  4.689  1.044
C  -3.915  -4.072  2.938
N  -3.371  -2.927  2.188
C  -3.020  -1.765  2.827
S  -3.173  -0.253  2.024
N  -2.416  -1.895  4.060
C  -1.310  -2.876  4.263
H  -3.828  -3.904  4.015
H  -3.372  -4.984  2.661
H  -4.974  -4.206  2.680
H  -3.881  -2.735  1.321
H  -2.228  -0.984  4.483
H  -0.337  -2.351  4.356
H  -1.501  -3.391  5.211
H  -1.261  -3.628  3.452

(3)
The following is a DFT calculation (ωB97M-V/def2-TZVPD) of the molecule C24H24N4O2S2 in a non-equilibrium geometry.

Properties
Multiplicity: 1
Calculated total energy in a.u.: -2094.88738
E_HOMO in hartree: -0.272
Frontier orbital gap in eV: 7.16
Relative energy (zero: lowest compared OMol25 entry of this formula, charge and spin) in kcal/mol: 1.56
LUMO in eV: -0.253

Positions of all 56 atoms, in Å:
C  2.144  -1.693  0.247
C  3.564  -2.160  0.330
C  3.932  -3.407  -0.160
C  5.240  -3.852  -0.082
C  6.210  -3.053  0.497
C  5.865  -1.804  0.980
C  4.554  -1.349  0.889
C  4.207  -0.020  1.482
O  3.525  0.084  2.485
N  4.755  1.064  0.872
C  5.350  1.067  -0.440
C  4.294  1.505  -1.487
N  3.281  2.333  -0.865
C  1.975  1.881  -0.780
C  1.396  1.227  -1.875
C  0.094  0.775  -1.847
C  -0.692  0.976  -0.716
N  -2.016  0.563  -0.583
C  -2.799  -0.179  -1.367
S  -2.447  -0.902  -2.811
N  -4.100  -0.384  -0.905
C  -4.684  0.079  0.243
O  -4.095  0.767  1.066
C  -6.079  -0.304  0.425
C  -6.935  -1.047  -0.352
C  -8.213  -1.164  0.217
C  -8.314  -0.513  1.411
S  -6.858  0.255  1.868
C  -0.138  1.659  0.366
C  1.165  2.102  0.339
C  3.840  3.200  0.145
C  4.395  2.390  1.336
H  1.475  -2.530  0.064
H  2.020  -0.976  -0.565
H  1.853  -1.199  1.171
H  3.177  -4.040  -0.603
H  5.500  -4.827  -0.466
H  7.230  -3.400  0.574
H  6.613  -1.175  1.444
H  5.731  0.078  -0.688
H  6.190  1.770  -0.425
H  4.786  2.059  -2.297
H  3.823  0.618  -1.910
H  1.968  1.084  -2.779
H  -0.310  0.274  -2.709
H  -2.475  0.871  0.283
H  -4.651  -0.953  -1.535
H  -6.674  -1.497  -1.294
H  -9.022  -1.707  -0.238
H  -9.172  -0.445  2.049
H  -0.739  1.830  1.248
H  1.551  2.603  1.211
H  4.650  3.761  -0.334
H  3.088  3.917  0.473
H  3.652  2.257  2.125
H  5.275  2.886  1.761

(4)
The following is a DFT calculation (ωB97M-V/def2-TZVPD) of a structure of composition C35H16BrF15GeN3O2PdS.

Properties
Multiplicity: 1
Calculated total energy in a.u.: -8332.81462
E_HOMO in hartree: -0.418
Frontier orbital gap in eV: 6.52
Charge: +1
Relative energy (zero: lowest compared OMol25 entry of this formula, charge and spin) in kcal/mol: 0.00
LUMO in eV: -4.862

Positions of all 75 atoms, in Å:
Pd  -1.921  0.316  -0.945
C  -3.784  -0.999  -4.609
C  -3.418  -0.861  -3.168
O  -3.047  0.233  -2.743
C  -3.506  -2.097  -2.361
C  -3.377  -2.268  -1.040
C  -3.539  -3.576  -0.347
N  -3.085  -1.133  -0.193
N  -3.571  -1.196  0.935
C  -3.310  -0.006  1.791
O  -3.117  1.060  1.276
C  -3.363  -0.303  3.221
C  -3.055  0.733  4.107
C  -3.071  0.496  5.467
C  -3.391  -0.770  5.947
C  -3.696  -1.802  5.070
C  -3.683  -1.574  3.705
H  -3.787  -0.029  -5.095
H  -4.758  -1.481  -4.713
H  -3.051  -1.653  -5.090
H  -3.761  -2.981  -2.930
H  -3.731  -4.364  -1.070
H  -4.359  -3.530  0.367
H  -2.628  -3.809  0.210
H  -2.801  1.707  3.712
H  -2.832  1.293  6.158
H  -3.403  -0.951  7.013
H  -3.945  -2.782  5.452
H  -3.927  -2.373  3.020
Br  1.178  5.629  -3.453
C  0.332  4.108  -2.766
C  -0.651  4.238  -1.796
C  -1.232  3.092  -1.295
N  -0.869  1.871  -1.706
C  0.077  1.751  -2.643
C  0.695  2.846  -3.209
H  -0.959  5.208  -1.433
H  -1.998  3.135  -0.531
H  0.329  0.748  -2.949
H  1.458  2.710  -3.962
F  3.596  1.526  -2.024
C  3.081  2.352  -1.101
C  2.218  1.877  -0.127
C  1.701  2.824  0.745
F  0.881  2.440  1.728
C  2.011  4.169  0.660
F  1.481  5.044  1.509
C  2.889  4.601  -0.319
F  3.197  5.885  -0.412
C  3.430  3.687  -1.207
F  4.250  4.096  -2.170
Ge  1.737  -0.011  0.105
S  -0.363  -0.427  0.574
C  2.631  -0.744  1.684
C  3.378  -0.006  2.587
F  3.560  1.308  2.408
C  3.972  -0.578  3.698
F  4.681  0.161  4.545
C  3.821  -1.935  3.925
F  4.382  -2.496  4.985
C  3.085  -2.707  3.041
F  2.942  -4.011  3.254
C  2.507  -2.099  1.943
F  1.808  -2.875  1.099
C  2.394  -1.080  -1.416
C  3.758  -1.329  -1.483
F  4.574  -0.749  -0.592
C  4.333  -2.144  -2.438
F  5.643  -2.351  -2.463
C  3.518  -2.744  -3.386
F  4.042  -3.526  -4.317
C  2.155  -2.515  -3.359
F  1.365  -3.079  -4.272
C  1.620  -1.695  -2.382
F  0.284  -1.505  -2.431

(5)
The following is a DFT calculation (ωB97M-V/def2-TZVPD) of a cluster of 2 separate species, C9H18OSi in total in a non-equilibrium geometry.

Properties
Multiplicity: 1
Calculated total energy in a.u.: -718.32650
E_HOMO in hartree: -0.301
Frontier orbital gap in eV: 8.96
Relative energy (zero: lowest compared OMol25 entry of this formula, charge and spin) in kcal/mol: 77.10
LUMO in eV: 0.755

Positions of all 29 atoms, in Å:
C  2.702  1.302  -0.771
C  1.598  -2.226  1.837
C  1.698  1.620  0.040
C  1.445  -1.647  0.672
C  -0.303  -0.356  -2.494
C  -2.372  -0.765  -1.033
C  -1.181  1.554  -1.134
C  -0.810  0.312  3.140
C  -1.041  0.043  -1.169
O  -0.955  0.136  1.751
Si  0.064  -0.265  0.490
H  3.504  1.981  -1.114
H  2.711  0.363  -1.287
H  2.402  -3.049  2.004
H  0.937  -1.981  2.673
H  1.658  2.543  0.642
H  2.133  -1.859  -0.072
H  0.661  0.086  -2.354
H  -0.250  -1.398  -2.688
H  -0.787  0.132  -3.368
H  -2.209  -1.816  -0.717
H  -2.992  -0.852  -1.945
H  -2.832  -0.336  -0.209
H  -1.390  1.848  -0.165
H  -0.298  1.910  -1.502
H  -2.004  1.857  -1.875
H  -0.371  1.226  3.471
H  0.036  -0.305  3.560
H  -1.755  -0.056  3.617

(6)
The following is a DFT calculation (ωB97M-V/def2-TZVPD) of a structure of composition C34H32F3N3O4PPdS2 in a non-equilibrium geometry.

Properties
Multiplicity: 1
Calculated total energy in a.u.: -3345.40050
E_HOMO in hartree: -0.154
Frontier orbital gap in eV: 6.61
Charge: -1
Relative energy (zero: lowest compared OMol25 entry of this formula, charge and spin) in kcal/mol: 42.70
LUMO in eV: 2.412

Positions of all 80 atoms, in Å:
Pd  0.563  -0.990  -0.872
N  3.461  -1.132  0.391
P  2.219  -2.302  0.582
C  3.329  -3.610  1.349
C  3.315  -4.891  0.807
C  4.101  -5.898  1.351
C  4.911  -5.633  2.443
C  4.920  -4.361  3.002
C  4.126  -3.362  2.463
C  1.457  -1.914  2.209
C  1.918  -0.959  3.105
C  1.343  -0.853  4.361
C  0.298  -1.691  4.725
C  -0.185  -2.626  3.825
C  0.396  -2.738  2.572
C  3.548  -0.239  -0.656
C  4.504  0.780  -0.663
C  4.535  1.648  -1.735
C  3.613  1.495  -2.764
C  2.718  0.446  -2.689
N  2.699  -0.416  -1.672
H  4.204  -1.090  1.069
H  2.679  -5.094  -0.047
H  4.077  -6.896  0.930
H  5.531  -6.412  2.869
H  5.534  -4.149  3.868
H  4.112  -2.387  2.936
H  2.697  -0.268  2.805
H  1.707  -0.109  5.058
H  -0.145  -1.596  5.708
H  -1.021  -3.261  4.090
H  0.031  -3.467  1.854
H  5.195  0.877  0.165
H  5.267  2.445  -1.769
H  3.602  2.167  -3.611
H  1.986  0.261  -3.465
C  -0.952  5.217  -0.836
C  -2.138  4.480  -1.376
C  -2.582  4.682  -2.679
C  -3.654  3.966  -3.181
C  -4.292  3.044  -2.369
C  -3.880  2.833  -1.061
C  -2.807  3.556  -0.571
S  -5.626  2.093  -3.047
O  -6.225  2.842  -4.123
O  -6.459  1.665  -1.962
N  -5.000  0.735  -3.766
C  -3.961  -0.051  -3.074
C  -2.525  0.298  -3.464
C  -1.493  -0.106  -2.404
O  -1.799  -0.990  -1.571
O  -0.372  0.457  -2.462
H  -0.634  6.015  -1.509
H  -0.127  4.514  -0.703
H  -1.175  5.641  0.145
H  -2.077  5.403  -3.310
H  -4.019  4.118  -4.189
H  -4.411  2.125  -0.438
H  -2.474  3.398  0.447
H  -4.786  0.940  -4.734
H  -4.150  -1.103  -3.287
H  -4.109  0.092  -2.005
H  -2.405  1.364  -3.647
H  -2.243  -0.236  -4.376
F  -0.193  -3.632  -1.642
C  0.540  -2.581  -2.091
F  1.782  -3.111  -2.333
F  0.060  -2.303  -3.331
S  0.756  1.034  0.502
C  -0.578  1.034  1.634
C  -0.592  1.979  2.670
C  -1.623  2.002  3.593
C  -2.673  1.101  3.493
C  -2.683  0.177  2.458
C  -1.646  0.133  1.540
H  0.231  2.683  2.733
H  -1.607  2.720  4.406
H  -3.478  1.118  4.218
H  -3.504  -0.525  2.370
H  -1.659  -0.596  0.740